Here is a molecular structure, C24H19N5O8RhSSe from the Open Molecules 2025 dataset. Energies are from ωB97M-V/def2-TZVPD.

ORCA input file:
```
! RIJCOSX wB97M-V def2-TZVPD def2/J DEFGRID3
* xyz -1 1
Rh -0.010 -0.840 -0.652
O 3.723 0.630 -1.321
C 2.552 0.360 -1.183
N 1.975 -0.727 -0.595
C 2.591 -1.338 0.485
O 3.762 -1.583 0.625
C 1.592 -1.515 1.603
C 1.955 -2.019 2.829
C 1.007 -2.038 3.839
C -0.259 -1.543 3.587
C -0.556 -1.068 2.321
N 0.359 -1.042 1.358
C 1.504 1.416 -1.498
C 1.851 2.602 -2.120
C 0.878 3.571 -2.289
C -0.410 3.324 -1.837
C -0.684 2.111 -1.231
N 0.261 1.189 -1.057
H 2.959 -2.397 2.954
H 1.248 -2.454 4.808
H -1.036 -1.564 4.338
H -1.545 -0.726 2.056
H 2.875 2.723 -2.445
H 1.117 4.508 -2.776
H -1.201 4.051 -1.958
H -1.673 1.850 -0.880
C -2.171 2.207 -8.270
C -1.579 1.329 -7.200
C -1.601 -0.054 -7.314
C -1.039 -0.863 -6.332
C -0.449 -0.281 -5.226
C -0.417 1.101 -5.094
C -0.979 1.896 -6.074
S 0.282 -1.295 -3.955
O 0.068 -2.652 -4.365
O 1.614 -0.798 -3.742
N -0.565 -0.855 -2.657
C -1.855 -1.244 -2.398
C -2.779 -1.858 -3.241
C -4.024 -2.119 -2.709
C -4.312 -1.800 -1.383
C -3.314 -1.255 -0.605
N -2.120 -0.954 -1.115
H -2.785 1.629 -8.959
H -1.385 2.695 -8.852
H -2.791 2.993 -7.837
H -2.065 -0.510 -8.181
H -1.051 -1.942 -6.416
H 0.051 1.540 -4.223
H -0.955 2.976 -5.969
H -2.497 -2.160 -4.237
H -4.776 -2.606 -3.318
H -5.271 -2.034 -0.945
H -3.451 -1.073 0.450
O 0.117 -4.093 1.703
Se -0.900 -3.802 0.474
O -1.352 -5.093 -0.378
O -0.001 -2.819 -0.637
O -2.166 -2.885 0.966
*
```

The orbital gap is 7.60 eV. The HOMO energy is -5.6 eV. The calculation puts the calculated total energy at -4711.91867 Ha. The value obtained for the largest force on an atom is 0.51 eV Å⁻¹. Its LUMO energy is 0.07438 Ha. The calculation puts the energy above the lowest of the compared OMol25 structures with the same formula, charge and spin at 132.0 kJ/mol.